## w
Formula: C4H16BF2N3O6P2Pd
Source: the OMol25 dataset
Level of theory: ωB97M-V/def2-TZVPD

LUMO level: -7.100 eV
Orbital gap: 9.48 eV
Total charge: +2

Geometry (Å):
Pd (-0.202, 1.024, -0.755)
N (1.681, -2.413, 1.257)
C (0.300, -1.788, 1.463)
C (-0.509, -2.638, 2.439)
P (0.505, -0.049, 2.023)
O (0.442, -0.144, 3.570)
O (2.024, 0.252, 1.724)
O (-0.438, 0.903, 1.362)
P (-0.449, -1.742, -0.251)
O (-0.178, -3.271, -0.579)
O (0.608, -0.882, -1.000)
O (-1.840, -1.299, -0.274)
H (2.385, -2.069, 1.916)
H (2.025, -2.206, 0.310)
H (1.612, -3.429, 1.361)
H (-0.045, -2.686, 3.423)
H (-0.629, -3.644, 2.034)
H (-1.505, -2.211, 2.552)
H (0.466, 0.657, 4.116)
H (-0.721, -3.680, -1.268)
N (-0.366, 1.244, -2.756)
C (-1.577, 2.081, -2.984)
C (-1.444, 3.272, -2.069)
N (-1.270, 2.753, -0.684)
H (0.452, 1.698, -3.160)
H (-0.443, 0.328, -3.195)
H (-2.448, 1.476, -2.730)
H (-1.655, 2.385, -4.027)
H (-2.302, 3.940, -2.144)
H (-0.548, 3.841, -2.317)
H (-2.165, 2.445, -0.303)
H (-0.914, 3.472, -0.059)
F (2.753, 1.918, 0.257)
B (2.816, 0.678, 0.663)
F (3.579, -0.214, 0.082)

***

## x
Formula: C4H16BF2N3O6P2Pd
Source: the OMol25 dataset
Level of theory: ωB97M-V/def2-TZVPD

LUMO level: -7.838 eV
Orbital gap: 8.79 eV
Total charge: +2

Geometry (Å):
Pd (0.631, -0.270, 0.359)
N (-1.231, -1.189, 4.221)
C (-1.695, -0.429, 2.985)
C (-3.107, 0.104, 3.195)
P (-0.336, 0.868, 2.770)
O (-0.783, 1.818, 3.957)
O (0.899, 0.098, 3.062)
O (-0.528, 1.487, 1.410)
P (-1.598, -1.581, 1.584)
O (-2.699, -2.637, 1.900)
O (-0.203, -2.059, 1.308)
O (-2.080, -0.753, 0.304)
H (-0.237, -1.440, 4.102)
H (-1.805, -2.008, 4.443)
H (-1.271, -0.549, 5.024)
H (-3.120, 0.806, 4.028)
H (-3.822, -0.698, 3.384)
H (-3.425, 0.646, 2.305)
H (-0.668, 2.772, 3.858)
H (-2.857, -3.400, 1.320)
N (1.354, 1.234, -0.712)
C (2.812, 1.357, -0.392)
C (3.388, -0.036, -0.534)
N (2.562, -0.939, 0.326)
H (1.227, 1.042, -1.706)
H (0.832, 2.079, -0.477)
H (2.882, 1.699, 0.641)
H (3.289, 2.091, -1.039)
H (4.438, -0.086, -0.252)
H (3.292, -0.388, -1.561)
H (2.809, -0.836, 1.312)
H (2.689, -1.917, 0.078)
F (-2.985, -2.280, -1.215)
B (-2.101, -1.353, -0.962)
F (-1.220, -0.969, -1.857)

***

w wins, 92.6 kJ/mol ahead of the next structure.

***

## w
Formula: C6H9NS
Source: the OMol25 dataset
Level of theory: ωB97M-V/def2-TZVPD

LUMO level: -0.731 eV
Orbital gap: 7.88 eV
Total charge: 0

Geometry (Å):
C (-1.969, 0.403, 1.378)
C (-0.653, 0.438, 0.729)
C (1.241, 0.718, -0.484)
C (0.870, -0.587, -0.993)
C (1.514, -1.345, -1.829)
C (-0.117, -0.999, 0.035)
H (-2.916, -0.729, 0.653)
H (-1.909, 0.047, 2.780)
H (-2.439, 1.726, 0.965)
H (0.105, 0.299, 1.728)
H (-0.081, 2.363, 0.164)
H (1.659, 1.391, -1.219)
H (1.834, 0.648, 0.576)
H (2.395, -1.017, -2.394)
H (1.425, -2.368, -2.130)
N (-0.110, 1.448, -0.191)
S (-0.850, -2.435, 0.232)

***

## x
Formula: C6H9NS
Source: the OMol25 dataset
Level of theory: ωB97M-V/def2-TZVPD

SMILES: C[C@@H]1SN=C[C@H]2C[C@H]12
LUMO level: 0.909 eV
Orbital gap: 9.27 eV
Total charge: 0

Geometry (Å):
C (-1.751, 1.038, -0.613)
C (-0.269, 1.209, -0.071)
C (1.816, -1.171, -0.690)
C (0.564, -1.020, 0.032)
C (-0.104, -1.141, 1.429)
C (0.250, 0.211, 0.844)
H (-1.861, -0.136, -0.727)
H (-2.640, 1.444, 0.092)
H (-1.747, 1.679, -1.503)
H (-0.069, 2.260, 0.272)
H (2.636, -1.925, -0.568)
H (-0.152, -1.184, -0.732)
H (0.465, -1.404, 2.406)
H (-1.136, -1.378, 1.419)
H (1.233, 0.491, 1.340)
N (1.942, -0.100, -1.426)
S (0.824, 1.127, -1.503)

***

x wins, 395.4 kJ/mol ahead of the next structure.

***

## w
Formula: C6H9NS
Source: the OMol25 dataset
Level of theory: ωB97M-V/def2-TZVPD

SMILES: S=C1CC=CCNC1
LUMO level: -0.047 eV
Orbital gap: 8.49 eV
Total charge: 0

Geometry (Å):
C (-0.458, 0.656, -0.639)
C (1.039, 0.438, -0.884)
C (1.560, -1.152, 0.790)
C (0.329, -1.203, 1.694)
C (-0.615, -0.247, 1.762)
C (-0.829, 0.955, 0.782)
H (1.093, -0.301, -1.667)
H (1.417, 1.380, -1.330)
H (2.800, 0.337, 0.023)
H (2.450, -1.377, 1.401)
H (1.458, -1.926, 0.002)
H (0.371, -2.054, 2.348)
H (-1.360, -0.258, 2.580)
H (-0.267, 1.838, 1.152)
H (-1.889, 1.214, 0.846)
N (1.820, 0.185, 0.250)
S (-1.560, 0.198, -1.758)

***

## x
Formula: C6H9NS
Source: the OMol25 dataset
Level of theory: ωB97M-V/def2-TZVPD

SMILES: C#C[C@H](S)[C@@H]1C[C@@H]1N
LUMO level: 0.915 eV
Orbital gap: 9.76 eV
Total charge: 0

Geometry (Å):
C (-0.526, 1.128, 0.311)
C (0.838, 1.429, 0.857)
C (0.723, 0.660, -0.404)
C (1.034, -0.834, -0.531)
C (-0.030, -1.487, -1.415)
C (-0.991, -1.850, -2.095)
H (-1.784, 0.485, 1.828)
H (-1.857, -0.302, 0.426)
H (-1.040, 2.082, -0.052)
H (1.191, 2.472, 0.811)
H (0.991, 0.893, 1.804)
H (0.925, 1.163, -1.321)
H (2.025, -0.843, -0.924)
H (0.096, -1.466, 1.550)
H (-1.649, -1.906, -2.898)
N (-1.231, 0.141, 1.048)
S (1.284, -1.764, 1.003)

***

## y
Formula: C6H9NS
Source: the OMol25 dataset
Level of theory: ωB97M-V/def2-TZVPD

SMILES: C=C1CS[C@@H]2[C@@H](N)[C@@H]12
LUMO level: 0.899 eV
Orbital gap: 9.26 eV
Total charge: 0

Geometry (Å):
C (1.499, -0.891, 0.379)
C (0.225, -1.194, -0.363)
C (-2.122, -0.173, 0.005)
C (-0.923, 0.763, 0.133)
C (-0.889, 2.051, -0.208)
C (0.207, -0.097, 0.585)
H (2.966, 0.461, 0.050)
H (3.205, -0.976, -0.678)
H (1.785, -1.473, 1.254)
H (0.415, -0.879, -1.363)
H (-2.794, -0.230, 0.875)
H (-2.777, 0.078, -0.856)
H (0.049, 2.613, -0.162)
H (-1.731, 2.603, -0.590)
H (-0.155, -0.465, 1.509)
N (2.488, -0.310, -0.419)
S (-1.448, -1.882, -0.152)

***

w wins, 171.8 kJ/mol ahead of the next structure.

***

## w
Formula: C6H9NS
Source: the OMol25 dataset
Level of theory: ωB97M-V/def2-TZVPD

LUMO level: 0.782 eV
Orbital gap: 9.58 eV
Total charge: 0

Geometry (Å):
C (-0.565, 1.866, 0.728)
C (0.000, 0.635, 0.071)
C (0.575, -0.910, -1.045)
C (1.568, -1.130, 0.113)
C (1.102, -0.105, 0.914)
C (-0.836, -0.670, -0.413)
H (0.434, 2.267, 1.237)
H (-1.126, 1.573, 1.585)
H (-1.074, 2.722, 0.014)
H (0.054, 0.974, -1.986)
H (0.330, -1.494, -1.935)
H (2.341, -2.014, 0.136)
H (1.811, 0.074, 1.831)
H (-1.486, -0.314, -1.158)
H (-2.564, -1.965, 0.479)
N (0.736, 0.531, -1.217)
S (-1.301, -2.039, 0.646)

***

## x
Formula: C6H9NS
Source: the OMol25 dataset
Level of theory: ωB97M-V/def2-TZVPD

SMILES: C#CC(=C)[C@H](N)CS
LUMO level: 0.645 eV
Orbital gap: 9.42 eV
Total charge: 0

Geometry (Å):
C (-0.397, 0.504, -0.674)
C (-1.423, 0.801, 0.521)
C (0.356, -0.825, -0.334)
C (0.512, -1.734, -1.304)
C (1.288, -0.734, 0.805)
C (2.173, -0.573, 1.644)
H (1.756, 1.452, -0.533)
H (0.316, 2.615, -1.079)
H (-0.968, 0.435, -1.550)
H (-0.617, 0.902, 1.340)
H (-1.948, 1.680, 0.335)
H (-3.167, -0.513, 1.751)
H (1.231, -2.583, -1.399)
H (0.092, -1.703, -2.271)
H (2.660, -0.552, 2.663)
N (0.558, 1.615, -0.412)
S (-2.422, -0.787, 0.499)

***

w wins, 92.9 kJ/mol ahead of the next structure.

***

## w
Formula: C2H7O2P
Source: the OMol25 dataset
Level of theory: ωB97M-V/def2-TZVPD

LUMO level (alpha / beta): -1.936 / -0.271 eV
Orbital gap (alpha / beta): 7.33 / 9.05 eV
Total charge: 0

Geometry (Å):
C (1.914, 1.126, -0.359)
C (-2.571, -0.160, -0.046)
O (1.409, -2.041, -0.520)
O (1.309, 0.378, 0.681)
P (0.689, -1.222, 0.510)
H (1.901, 2.223, -0.031)
H (1.333, 0.997, -1.290)
H (2.992, 0.747, -0.415)
H (-2.426, 0.585, 0.735)
H (-2.590, 0.275, -0.933)
H (-2.251, -1.230, 0.081)
H (1.337, -1.763, 1.779)

***

## x
Formula: C2H7O2P
Source: the OMol25 dataset
Level of theory: ωB97M-V/def2-TZVPD

SMILES: C=O.CPO
LUMO level: 0.688 eV
Orbital gap: 9.59 eV
Total charge: 0

Geometry (Å):
C (2.010, 1.157, 0.176)
C (-3.061, -0.750, 0.527)
O (0.490, -0.896, -0.234)
O (-3.083, 0.240, -0.152)
P (1.928, -0.362, -0.759)
H (0.975, 1.668, 0.221)
H (2.277, 1.010, 1.239)
H (2.738, 1.873, -0.248)
H (-2.156, -1.353, 0.505)
H (-3.976, -1.186, 1.093)
H (0.312, -1.798, -0.421)
H (1.546, 0.398, -1.945)

***

x wins, 233.3 kJ/mol ahead of the next structure.

***

## w
Formula: H80O40
Source: the OMol25 dataset
Level of theory: ωB97M-V/def2-TZVPD

LUMO level (alpha / beta): 1.777 / 1.675 eV
Orbital gap (alpha / beta): 2.27 / 9.98 eV
Total charge: -1
Spin multiplicity: 2

Geometry (Å):
H (2.563, 3.166, 0.654)
H (1.274, 3.886, 0.686)
O (1.704, 3.115, 1.079)
H (0.909, -1.667, -5.143)
H (2.283, -1.123, -5.485)
O (1.364, -1.090, -5.760)
H (-2.551, 2.001, 0.033)
H (-1.490, 1.117, -0.595)
O (-1.606, 2.019, -0.210)
H (-0.897, 3.713, 4.249)
H (0.412, 3.246, 4.753)
O (-0.079, 4.073, 4.637)
H (-6.035, 2.261, 2.243)
H (-5.104, 1.717, 3.473)
O (-5.476, 1.602, 2.628)
H (0.965, -0.376, -2.322)
O (1.525, -0.880, -2.916)
H (1.575, 0.920, 1.391)
O (2.099, 0.891, 2.203)
H (-1.798, -2.564, -1.678)
H (-0.662, -2.985, -0.772)
O (-0.892, -2.984, -1.686)
H (4.749, 1.687, -2.084)
H (4.808, 1.963, -0.593)
O (4.676, 1.252, -1.223)
H (2.991, 1.189, 5.454)
H (2.504, 1.632, 3.951)
O (3.227, 1.358, 4.545)
H (-1.435, -1.450, -3.011)
H (-2.590, -0.585, -2.764)
O (-2.403, -1.507, -3.040)
H (-0.117, -0.652, 0.077)
O (-1.055, -0.452, -0.058)
H (1.700, 2.910, -1.500)
H (1.103, 1.527, -1.856)
O (1.856, 2.106, -2.008)
H (0.167, -6.060, -1.820)
H (1.148, -6.238, -0.737)
O (0.189, -6.204, -0.859)
H (-5.024, 1.057, -1.597)
H (-3.471, 1.072, -1.578)
O (-4.258, 1.374, -1.109)
H (-1.564, 4.189, -2.461)
H (-0.858, 3.492, -1.178)
O (-0.760, 3.876, -2.074)
H (0.062, -1.417, 3.841)
H (-0.736, -0.128, 3.093)
O (-0.425, -1.023, 3.118)
H (3.989, -0.986, -0.835)
H (5.271, -1.299, -1.114)
O (4.416, -1.611, -1.491)
H (-3.258, -1.596, 1.029)
O (-2.840, -2.297, 0.442)
H (5.638, -0.386, 3.815)
H (4.245, 0.023, 3.791)
O (4.848, -0.568, 3.307)
H (-3.556, -4.313, -0.895)
O (-2.967, -5.080, -0.955)
H (-3.599, 5.946, -0.603)
H (-1.939, 5.798, -0.624)
O (-2.806, 5.600, -0.984)
H (2.192, -0.524, -1.202)
H (2.527, 1.024, -0.728)
O (2.325, 0.086, -0.502)
H (-3.055, 0.469, 4.654)
H (-4.203, 1.218, 5.315)
O (-4.008, 0.647, 4.577)
H (-2.293, -3.965, 3.494)
H (-1.610, -2.668, 3.191)
O (-2.342, -3.016, 3.746)
H (-0.139, 5.622, 2.248)
H (-1.453, 4.820, 2.515)
O (-0.917, 5.234, 1.824)
H (-2.866, 2.189, -4.635)
H (-2.196, 0.807, -4.455)
O (-2.935, 1.261, -4.894)
H (3.170, -0.766, -4.461)
H (4.083, -1.291, -3.270)
O (3.947, -1.338, -4.237)
H (2.958, 4.949, -2.591)
H (1.588, 5.277, -1.970)
O (2.235, 4.572, -2.067)
H (-1.339, -4.666, -4.073)
H (-0.679, -4.570, -2.654)
O (-0.523, -4.842, -3.582)
H (3.292, 3.667, 2.527)
H (3.812, 3.652, 4.056)
O (4.031, 3.571, 3.139)
H (3.161, -3.202, 1.399)
O (2.401, -2.644, 1.605)
H (-0.110, 1.390, -3.072)
H (-0.098, 0.291, -4.145)
O (-0.607, 0.600, -3.358)
H (-3.435, -2.934, 0.880)
H (1.497, -1.849, -2.905)
H (-2.349, -4.725, -1.614)
H (2.967, 1.200, 1.919)
H (-1.243, -0.834, 0.823)
H (2.786, -1.770, 1.532)
O (2.145, -5.040, 2.544)
H (1.432, -4.471, 2.211)
H (1.661, -5.876, 2.631)
O (-1.680, -4.690, 1.597)
H (-1.503, -3.802, 1.267)
H (-1.933, -5.149, 0.760)
O (4.997, 1.104, 1.300)
H (5.645, 0.395, 1.408)
H (5.501, 1.867, 1.335)
O (1.359, -3.602, -4.353)
H (0.698, -3.962, -4.895)
H (2.305, -3.615, -4.406)
O (-4.752, 3.323, 0.609)
H (-5.156, 3.156, -0.249)
H (-4.354, 4.181, 0.466)
O (-4.975, -1.604, 1.646)
H (-5.090, -0.694, 1.313)
H (-5.710, -1.682, 2.276)
O (-1.115, 1.697, 2.503)
H (-1.399, 1.667, 1.556)
H (-0.515, 2.445, 2.278)

***

## x
Formula: H80O40
Source: the OMol25 dataset
Level of theory: ωB97M-V/def2-TZVPD

LUMO level (alpha / beta): 1.732 / 1.703 eV
Orbital gap (alpha / beta): 1.96 / 9.80 eV
Total charge: -1
Spin multiplicity: 2

Geometry (Å):
H (0.080, -4.733, -4.519)
H (-0.684, -3.427, -4.764)
O (-0.319, -3.987, -4.068)
H (-4.462, 1.566, -2.962)
H (-3.185, 0.778, -2.267)
O (-3.973, 0.769, -2.709)
H (0.566, 0.482, 4.625)
H (1.854, 0.205, 4.598)
O (1.201, 0.438, 5.238)
H (5.661, -0.402, 2.989)
H (6.191, -0.917, 1.686)
O (5.868, -0.062, 2.011)
H (0.613, 1.279, -2.795)
H (1.076, 2.708, -2.667)
O (1.205, 1.896, -2.367)
H (-3.769, -2.459, 3.450)
O (-3.882, -1.643, 3.757)
H (-5.996, -1.915, -2.406)
O (-5.660, -1.929, -3.294)
H (0.296, -0.792, 5.768)
H (-0.761, -1.973, 5.513)
O (-0.383, -1.465, 6.167)
H (5.062, 2.986, 2.978)
H (4.205, 1.806, 3.311)
O (4.232, 2.724, 3.387)
H (-2.123, 0.735, -6.133)
H (-2.621, 1.347, -5.000)
O (-2.037, 0.759, -5.109)
H (-0.482, -4.686, 2.224)
H (-0.963, -6.085, 1.692)
O (-1.285, -5.317, 2.312)
H (-3.347, 3.750, -1.728)
O (-3.975, 4.312, -2.173)
H (6.339, 0.503, -1.691)
H (5.742, 0.676, -0.152)
O (6.575, 0.297, -0.702)
H (-0.491, -2.976, 3.485)
H (-1.517, -3.004, 2.211)
O (-1.324, -2.707, 3.054)
H (-3.694, 0.874, 0.850)
H (-2.544, 1.947, 1.727)
O (-2.905, 1.762, 0.865)
H (-4.121, 0.064, -0.398)
H (-5.603, -0.014, 0.199)
O (-4.638, -0.322, 0.132)
H (1.900, -3.098, -0.091)
H (2.299, -3.187, -1.495)
O (2.723, -3.008, -0.599)
H (-0.984, -0.397, -0.997)
H (-2.006, 0.381, -0.019)
O (-1.914, -0.017, -0.898)
H (4.169, 4.309, 0.761)
O (3.508, 3.882, 1.001)
H (-0.078, 2.343, -0.598)
H (-1.280, 3.260, -0.374)
O (-0.358, 3.152, -0.228)
H (1.064, 3.536, 2.676)
O (1.790, 3.096, 2.439)
H (1.718, 2.403, -0.211)
H (2.604, 1.453, 0.398)
O (1.973, 1.411, -0.252)
H (2.013, -0.761, -4.526)
H (1.570, -2.193, -4.657)
O (1.340, -1.350, -5.055)
H (0.538, 5.186, 4.008)
H (-0.794, 4.852, 3.048)
O (0.169, 5.094, 3.120)
H (-4.228, -4.160, 1.812)
H (-3.252, -4.195, 2.902)
O (-4.185, -4.109, 2.651)
H (-2.751, -0.099, 4.324)
H (-1.932, -0.957, 3.567)
O (-1.939, -0.120, 3.849)
H (3.420, 0.203, 2.510)
H (2.201, -0.585, 2.286)
O (2.906, -0.534, 2.943)
H (2.483, 3.681, -3.803)
H (3.137, 3.505, -5.049)
O (3.162, 3.197, -4.211)
H (4.503, -0.465, -2.466)
H (2.995, -0.642, -2.866)
O (3.915, -0.931, -3.148)
H (-0.302, -0.403, -4.047)
H (-0.893, 1.037, -3.846)
O (-0.558, 0.210, -3.403)
H (0.951, 2.328, -4.642)
H (-0.071, 1.145, -4.786)
O (0.078, 2.010, -5.086)
H (-1.828, -1.140, -2.954)
O (-2.406, -1.796, -2.470)
H (4.190, -3.858, 1.167)
H (5.632, -4.171, 0.956)
O (4.791, -3.980, 0.416)
H (3.656, 3.783, 1.967)
H (-4.755, -1.743, 4.187)
H (2.264, 3.981, 2.440)
H (-4.809, -2.472, -3.168)
H (-3.843, 5.155, -1.841)
H (-3.090, -1.211, -2.046)
O (1.334, -2.800, 2.632)
H (0.726, -2.125, 2.401)
H (1.393, -3.347, 1.824)
O (-4.065, -3.393, -1.331)
H (-3.787, -2.551, -1.059)
H (-3.583, -3.495, -2.190)
O (0.607, -0.324, 1.543)
H (0.001, -0.254, 2.200)
H (1.139, 0.548, 1.422)
O (-0.963, -2.595, 0.443)
H (-1.798, -2.574, 0.143)
H (-0.587, -1.732, 0.328)
O (-1.513, 2.698, 4.389)
H (-1.167, 1.753, 4.079)
H (-1.594, 2.766, 5.194)
O (-0.558, 4.151, -3.184)
H (-0.015, 4.110, -2.234)
H (-1.284, 4.778, -2.972)
O (1.329, -0.785, -2.244)
H (1.258, -0.093, -1.521)
H (1.700, -1.596, -1.785)

***

w wins, 961.6 kJ/mol ahead of the next structure.